(1)
The following is a DFT calculation (the ωB97M-V functional and the def2-TZVPD basis) of a molecular structure, C20H28F9N4OSi2Tc at a distorted geometry.

The total charge is +1. The value obtained for the energy is -2631.55457 Ha. The value obtained for the energy above the lowest of the compared OMol25 structures with the same formula, charge and spin is 13.4 kcal per mole. The expectation value of S² is 3.7974. As for the multiplicity: 4. The value obtained for the HOMO-LUMO gap (alpha / beta) is 8.002 / 7.289 eV.

Last column: natural (NBO) charge in e.
CARTESIAN COORDINATES (ANGSTROEM)
Tc1 -0.41 -0.18 -0.34  0.805
C1 -2.49 2.58 1.30  -1.111
Si1 -0.80 1.67 1.33  1.423
C2 0.53 3.05 1.18  -1.119
C3 -0.60 0.74 3.01  -0.492
C4 -1.17 1.26 4.17  -0.132
C5 -1.07 0.58 5.37  -0.209
C6 -0.40 -0.62 5.43  -0.185
C7 0.20 -1.14 4.29  -0.196
C8 0.10 -0.46 3.08  -0.455
Si2 0.95 -1.16 1.51  1.354
C9 2.80 -0.66 1.77  -1.105
C10 0.82 -3.07 1.43  -1.108
H1 -2.46 3.46 1.94  0.256
H2 -3.30 1.95 1.66  0.258
H3 -2.74 2.92 0.31  0.247
H4 0.43 3.68 2.05  0.262
H5 0.38 3.68 0.31  0.238
H6 1.55 2.67 1.16  0.230
H7 -1.70 2.20 4.12  0.203
H8 -1.54 0.99 6.25  0.225
H9 -0.34 -1.17 6.36  0.226
H10 0.74 -2.07 4.35  0.210
H11 3.02 -0.78 2.83  0.264
H12 3.00 0.39 1.54  0.234
H13 3.49 -1.27 1.21  0.238
H14 1.22 -3.52 2.33  0.261
H15 1.35 -3.48 0.58  0.240
H16 -0.22 -3.38 1.36  0.256
C11 1.43 1.72 -2.01  -0.076
N1 1.14 0.26 -1.79  -0.543
C12 0.61 -0.25 -3.11  -0.097
N2 1.52 -0.02 -4.19  -0.443
C13 1.77 1.41 -4.34  -0.079
N3 2.34 1.94 -3.11  -0.446
C14 3.60 1.25 -2.84  -0.079
N4 3.37 -0.18 -2.70  -0.447
C15 2.48 -0.41 -1.60  -0.077
C16 2.78 -0.70 -3.93  -0.078
H17 1.88 2.12 -1.10  0.223
H18 0.49 2.23 -2.23  0.213
H19 -0.34 0.25 -3.33  0.217
H20 0.44 -1.33 -3.02  0.217
H21 0.83 1.92 -4.56  0.209
H22 2.46 1.57 -5.17  0.221
H23 4.03 1.64 -1.92  0.208
H24 4.29 1.43 -3.66  0.221
H25 2.93 -0.01 -0.69  0.227
H26 2.32 -1.49 -1.48  0.213
H27 2.61 -1.77 -3.82  0.208
H28 3.47 -0.53 -4.76  0.222
F1 -3.37 -2.97 -1.91  -0.271
C17 -2.53 -2.12 -1.35  0.958
F2 -1.45 -2.79 -0.93  -0.315
F3 -2.05 -1.31 -2.32  -0.335
C18 -3.11 -1.27 -0.18  -0.001
O1 -2.11 -0.80 0.58  -0.708
C19 -3.89 -0.10 -0.84  0.963
F4 -2.97 0.80 -1.27  -0.339
F5 -4.60 -0.44 -1.91  -0.294
F6 -4.68 0.54 0.01  -0.287
C20 -4.05 -2.15 0.68  0.978
F7 -5.16 -2.53 0.04  -0.300
F8 -4.41 -1.50 1.78  -0.292
F9 -3.40 -3.25 1.06  -0.308

(2)
The following is a DFT calculation (the ωB97M-V functional and the def2-TZVPD basis) of a single C2H3NS2 molecule at a distorted geometry.

The total charge is 0. The value obtained for the energy is -929.09455 Ha. The value obtained for the energy above the lowest of the compared OMol25 structures with the same formula, charge and spin is 14.3 kcal per mole. As for the multiplicity: 1. The value obtained for the HOMO-LUMO gap is 10.255 eV.

Last column: natural (NBO) charge in e.
CARTESIAN COORDINATES (ANGSTROEM)
N1 2.26 1.10 -0.77  -0.283
C1 1.21 0.80 -0.44  0.244
C2 0.00 0.24 0.19  -0.593
S1 -0.18 -1.50 -0.12  0.056
S2 -1.55 1.05 -0.41  0.033
H1 0.10 0.33 1.29  0.275
H2 0.03 -1.89 1.15  0.140
H3 -1.87 -0.12 -0.89  0.128